1.
DFT (ωB97M-V/def2-TZVPD) results for a structure of composition C52H54N3OP2PtS2Si2 in a non-equilibrium geometry.

HOMO level (spin up / spin down): -7.724 / -9.362 eV
gap between HOMO and LUMO (spin up / spin down): 0.117 / 0.177 Eh
largest force on an atom: 8.84 eV Å⁻¹
2S+1: 5
molar mass: 1114.36 g mol⁻¹
total charge: +1

Each line ends with the Mulliken charge.
Cartesian coordinates (Å):
Pt -1.262 0.712 1.869  2.497
C -1.802 -3.105 3.849  -0.811
N -1.378 -2.631 2.490  0.342
P -2.208 -1.279 2.004  -0.952
C -3.319 -0.429 3.370  1.015
C -4.733 -0.327 3.381  -1.031
C -5.299 0.945 3.037  -0.285
C -4.545 2.104 2.951  -0.483
C -3.283 2.068 3.532  -0.647
C -2.672 0.785 3.493  -0.689
C -3.407 -1.815 0.737  0.908
C -4.467 -2.806 0.854  -0.573
C -5.166 -3.169 -0.319  -0.742
C -4.953 -2.422 -1.529  -0.383
C -4.100 -1.329 -1.588  -0.407
C -3.354 -1.009 -0.439  -0.372
P 0.307 -2.015 2.554  0.676
C 1.108 -3.224 3.663  -0.417
C 2.552 -2.884 4.553  0.059
C 3.257 -3.912 5.235  -0.627
C 2.978 -5.220 4.962  -0.217
C 1.805 -5.604 4.096  -0.904
C 0.987 -4.537 3.419  0.038
C 1.020 -3.045 1.178  -0.154
C 0.309 -3.782 0.152  -0.307
C 0.799 -4.663 -0.688  -0.495
C 2.028 -5.165 -0.726  -0.872
C 2.781 -4.449 0.220  1.199
C 2.229 -2.965 0.817  0.494
H -2.658 -3.836 3.791  0.323
H -2.228 -2.282 4.473  0.422
H -0.984 -3.525 4.400  0.420
H -5.397 -1.194 3.521  0.433
H -6.360 0.867 2.752  0.352
H -4.985 3.036 2.616  0.516
H -2.700 2.963 3.836  0.335
H -1.517 3.055 0.340  0.139
H -4.656 -3.385 1.778  0.344
H -5.933 -3.894 -0.222  0.451
H -5.522 -2.639 -2.469  0.349
H -4.050 -0.698 -2.467  0.362
H -2.743 -0.075 -0.413  0.373
H 3.049 -2.197 3.821  0.318
H 4.169 -3.415 5.684  0.336
H 3.784 -5.951 5.031  0.394
H 1.639 -6.588 3.665  0.376
H 0.256 -5.138 2.810  0.315
H -0.807 -3.582 0.113  0.033
H 0.046 -5.236 -1.252  0.315
H 2.198 -5.938 -1.490  0.423
H -7.759 4.422 -3.985  0.334
H 2.953 -2.146 0.694  0.162
S 5.242 4.982 -4.251  -0.091
C 6.601 4.910 -3.190  -0.300
C 6.393 4.954 -1.821  -0.623
C 4.960 4.548 -1.602  -0.338
C 4.188 4.470 -2.789  0.067
C 2.666 4.221 -2.820  0.662
C 1.877 3.188 -2.261  -0.275
N 0.576 3.078 -2.559  -0.466
C -0.080 3.781 -3.545  -0.003
C 0.593 4.854 -4.187  0.912
C -0.101 5.601 -5.054  -0.652
C -1.533 5.717 -5.086  -1.094
C -2.203 4.613 -4.510  0.940
C -3.602 4.559 -4.535  -0.607
C -4.117 3.267 -4.089  0.277
C -3.375 2.277 -3.597  -0.263
N -1.982 2.338 -3.557  -0.500
C -1.483 3.452 -3.779  0.043
C -5.520 3.157 -4.360  -0.128
C -6.592 3.395 -3.661  -0.352
C -7.910 3.457 -4.356  -0.744
C -7.767 2.596 -5.488  -0.387
S -6.133 2.351 -5.855  -0.177
C 2.023 4.988 -4.028  -0.762
H 7.490 5.212 -3.719  0.398
H 6.958 5.274 -0.948  0.381
H 4.281 4.401 -0.729  0.340
H 2.267 2.595 -1.438  0.402
H 0.485 6.001 -5.912  0.315
H -2.028 6.609 -5.486  0.408
H -3.946 5.079 -5.453  0.292
H -3.533 1.248 -3.763  0.542
H -6.257 3.762 -2.742  0.484
H -8.946 3.264 -4.003  0.310
H -8.636 2.083 -5.941  0.394
H 2.414 5.822 -4.685  0.273
O -2.010 2.727 1.076  -0.796
C 3.129 1.323 1.661  -1.257
Si 1.736 0.918 2.967  0.601
C 2.790 0.789 4.586  -1.246
C 1.302 2.746 2.689  -1.647
C 0.378 -0.265 2.707  -0.691
Si 5.912 -3.135 -0.125  0.413
C 7.835 -3.386 -0.106  -1.133
C 4.041 -4.959 0.861  -1.789
C 5.562 -3.393 -2.150  -1.062
H 3.013 2.397 1.445  0.235
H 3.070 0.988 0.616  0.432
H 4.221 1.250 1.905  0.389
H 2.495 0.056 5.312  0.343
H 2.808 1.867 4.764  0.428
H 3.839 0.481 4.445  0.376
H 1.974 3.590 2.950  0.388
H 0.300 2.915 3.097  0.316
H 0.989 2.766 1.653  0.421
H 2.075 -2.129 5.312  0.067
H 8.272 -3.150 0.887  0.295
H 8.271 -2.698 -0.824  0.343
H 8.112 -4.405 -0.357  0.360
H -5.215 -9.832 1.740  0.000
H 4.220 -4.995 1.825  0.575
H 4.390 -5.784 0.138  0.331
H 4.822 -2.800 -2.820  0.299
H 5.889 -4.515 -2.300  0.272
H 6.497 -2.919 -2.309  0.375

2.
DFT (ωB97M-V/def2-TZVPD) results for a structure of composition C52H56CaN2P3S2 in a non-equilibrium geometry.

HOMO level: -4.498 eV
gap between HOMO and LUMO: 0.246 Eh
largest force on an atom: 2.48 eV Å⁻¹
molar mass: 906.17 g mol⁻¹
total charge: -1

Each line ends with the Mulliken charge.
Cartesian coordinates (Å):
Ca -0.292 0.241 -0.667  1.200
C -3.687 3.169 1.125  -1.710
C -3.501 1.747 1.644  0.463
C -4.331 0.772 0.813  -1.558
P -1.725 1.223 1.383  -0.069
C -0.687 2.543 2.203  0.568
C 0.738 2.196 1.794  -0.451
C -0.832 2.648 3.719  -1.776
C -1.537 -0.245 2.425  0.399
C -2.059 -0.299 3.718  -0.049
C -1.833 -1.367 4.564  0.503
C -2.365 -1.375 5.966  -1.771
C -1.072 -2.434 4.085  -1.281
C -0.610 -2.446 2.798  -0.257
C -0.815 -1.361 1.911  -0.665
N -0.303 -1.371 0.672  1.527
C 0.081 -2.582 0.108  -0.460
C -0.876 -3.564 -0.202  1.335
C -2.333 -3.240 -0.033  -1.638
C -0.458 -4.780 -0.717  -0.751
C 0.882 -5.040 -0.974  0.781
C 1.340 -6.359 -1.532  -1.929
C 1.807 -4.026 -0.747  -1.057
C 1.429 -2.805 -0.214  1.115
C 2.432 -1.721 0.027  -1.591
H -4.747 3.406 1.025  0.448
H -3.222 3.254 0.141  0.300
H -3.236 3.897 1.797  0.378
H -3.796 1.684 2.698  0.631
H -4.030 0.866 -0.234  0.180
H -5.398 0.986 0.899  0.580
H -4.149 -0.255 1.138  0.222
H -0.965 3.501 1.738  0.661
H 0.958 1.160 2.061  -0.072
H 1.462 2.826 2.309  -0.272
H 0.893 2.324 0.714  0.141
H -0.485 1.733 4.193  0.346
H -1.871 2.822 4.000  0.392
H -0.234 3.477 4.094  0.453
H -2.659 0.524 4.087  0.184
H -2.611 -0.365 6.288  0.354
H -1.621 -1.786 6.646  0.383
H -3.264 -1.991 6.044  0.311
H -0.836 -3.258 4.746  0.356
H -0.021 -3.279 2.441  0.486
H -2.512 -2.219 -0.388  0.002
H -2.636 -3.278 1.015  0.446
H -2.950 -3.936 -0.598  0.513
H -1.200 -5.538 -0.935  0.307
H 0.512 -7.062 -1.599  0.378
H 2.116 -6.803 -0.908  0.454
H 1.758 -6.215 -2.530  0.301
H 2.851 -4.201 -0.975  0.408
H 3.450 -2.094 -0.047  0.440
H 2.300 -1.276 1.013  0.297
H 2.328 -0.916 -0.714  0.142
N -1.899 0.488 -1.965  -0.989
P -2.132 -0.208 -3.293  1.531
C -3.928 -0.324 -3.668  -0.383
C -4.543 -0.005 -4.870  -0.585
C -5.924 -0.050 -4.969  -0.705
C -6.694 -0.404 -3.872  -0.535
C -6.085 -0.701 -2.662  -0.772
C -4.709 -0.660 -2.566  0.433
C -1.401 0.643 -4.765  0.048
C -0.768 0.044 -5.849  -0.119
C -0.092 0.825 -6.771  -0.721
C -0.059 2.202 -6.632  -0.480
C -0.690 2.808 -5.556  -0.768
C -1.340 2.025 -4.621  -0.486
C -1.559 -1.941 -3.578  0.292
C -0.192 -2.184 -3.506  0.093
C 0.304 -3.459 -3.702  -0.892
C -0.565 -4.502 -3.981  -0.608
C -1.931 -4.276 -4.022  -0.713
C -2.428 -3.000 -3.813  -0.430
H -3.941 0.269 -5.727  0.419
H -6.405 0.191 -5.909  0.400
H -7.771 -0.436 -3.958  0.367
H -6.683 -0.963 -1.800  0.448
H -4.202 -0.884 -1.637  -0.020
H -0.802 -1.032 -5.969  0.414
H 0.420 0.354 -7.599  0.402
H 0.463 2.806 -7.361  0.384
H -0.658 3.882 -5.442  0.412
H -1.806 2.459 -3.742  0.400
H 0.488 -1.351 -3.330  0.556
H 1.368 -3.642 -3.646  0.377
H -0.172 -5.493 -4.160  0.375
H -2.609 -5.098 -4.225  0.395
H -3.493 -2.814 -3.857  0.368
S 3.288 1.136 3.847  -0.489
P 4.370 1.870 2.365  1.150
S 4.123 1.210 0.518  -0.606
C 6.108 1.668 2.931  0.139
C 6.506 2.310 4.099  -0.532
C 7.743 2.039 4.649  -0.618
C 8.584 1.115 4.048  -0.374
C 8.186 0.465 2.891  -0.523
C 6.946 0.734 2.339  -0.293
C 4.167 3.706 2.268  -0.042
C 3.334 4.357 3.166  -0.219
C 3.056 5.704 3.010  -0.662
C 3.594 6.400 1.941  -0.379
C 4.419 5.751 1.034  -0.595
C 4.705 4.409 1.197  -0.514
H 5.831 3.002 4.587  0.316
H 8.056 2.540 5.558  0.360
H 9.555 0.910 4.478  0.352
H 8.845 -0.259 2.430  0.371
H 6.608 0.225 1.447  0.315
H 2.906 3.790 3.986  0.401
H 2.410 6.203 3.720  0.383
H 3.360 7.449 1.809  0.370
H 4.825 6.295 0.192  0.374
H 5.331 3.889 0.484  0.380